# 1
C27H43BrN2O2P2Pt | the ωB97M-V functional and the def2-TZVPD basis

Element x y z (Å)
C: 3.933 5.675 -0.412
C: 2.686 5.128 -0.768
C: 2.540 4.606 -2.063
C: 3.647 4.651 -2.931
N: 4.825 5.182 -2.582
C: 4.971 5.686 -1.348
C: 1.632 5.059 0.177
C: 0.766 4.914 1.016
C: -0.375 4.217 1.496
C: -0.370 3.512 2.718
C: -0.979 2.261 2.726
C: -1.588 1.870 1.523
C: -1.964 2.745 0.486
C: -1.426 4.022 0.566
Pt: -1.770 -0.111 1.162
P: 0.326 -0.122 0.381
H: 1.612 4.106 -2.340
H: 4.105 6.025 0.600
H: 3.575 4.208 -3.934
H: 5.954 6.083 -1.073
H: -1.632 4.788 -0.187
H: 0.242 3.875 3.541
H: -2.575 2.390 -0.339
H: -0.901 1.532 3.528
C: 1.048 -1.795 0.616
C: 2.349 -2.112 -0.125
H: 0.249 -2.506 0.351
H: 1.177 -1.902 1.706
H: 2.664 -3.138 0.116
H: 2.228 -2.044 -1.212
H: 3.160 -1.442 0.181
C: 0.477 0.414 -1.384
C: 1.876 0.828 -1.855
H: -0.223 1.253 -1.496
H: 0.064 -0.390 -2.011
H: 1.893 0.978 -2.942
H: 2.192 1.772 -1.393
H: 2.630 0.068 -1.623
C: 1.438 1.083 1.203
C: 2.912 0.765 1.284
H: 1.064 1.159 2.223
H: 1.238 2.064 0.744
H: 3.445 1.611 1.729
H: 3.084 -0.098 1.932
H: 3.338 0.582 0.302
Br: -3.757 -1.524 1.097
P: -2.074 -2.346 -1.350
C: -0.734 -2.829 -2.533
C: -0.947 -4.123 -3.317
H: 0.180 -2.913 -1.917
H: -0.579 -1.983 -3.226
H: -0.072 -4.305 -3.953
H: -1.048 -4.990 -2.661
H: -1.822 -4.069 -3.970
C: -2.896 -3.935 -0.878
C: -4.316 -4.191 -1.362
H: -2.880 -3.887 0.222
H: -2.239 -4.763 -1.170
H: -4.752 -4.977 -0.732
H: -4.978 -3.322 -1.269
H: -4.344 -4.549 -2.400
C: -3.213 -1.358 -2.427
C: -3.559 -1.870 -3.830
H: -2.701 -0.381 -2.514
H: -4.112 -1.175 -1.815
H: -4.238 -1.144 -4.299
H: -2.674 -1.944 -4.474
H: -4.084 -2.833 -3.814
N: -0.936 -2.765 5.794
C: -0.196 -1.491 5.617
C: 0.193 -1.511 4.140
O: 0.828 -0.519 3.719
O: -0.184 -2.548 3.501
H: -1.886 -2.572 6.107
H: -0.470 -3.326 6.505
H: -0.897 -3.203 4.822
H: -0.837 -0.642 5.843
H: 0.687 -1.460 6.252

The net charge is +4. The calculation puts the energy above the lowest of the compared OMol25 structures with the same formula, charge and spin at 0.00 kcal per mole. Its LUMO energy (spin up / spin down) is -0.4280 / -0.5535 Ha. The value obtained for the HOMO energy (spin up / spin down) is -18.656 / -19.232 eV. As for the multiplicity: 5.

Here is what Mulliken gives for the atomic charges, in e: atom 1 (C): -0.364, atom 2 (C): 0.300, atom 3 (C): -0.270, atom 4 (C): -0.420, atom 5 (N): 0.091, atom 6 (C): -0.428, atom 7 (C): -0.638, atom 8 (C): 0.603, atom 9 (C): 0.321, atom 10 (C): -0.276, atom 11 (C): -0.336, atom 12 (C): 0.054, atom 13 (C): -0.231, atom 14 (C): -0.632, atom 15 (Pt): 1.414, atom 16 (P): -1.080, atom 17 (H): 0.558, atom 18 (H): 0.499, atom 19 (H): 0.429, atom 20 (H): 0.430, atom 21 (H): 0.532, atom 22 (H): 0.505, atom 23 (H): 0.557, atom 24 (H): 0.385, atom 25 (C): 0.196, atom 26 (C): -1.705, atom 27 (H): 0.278, atom 28 (H): 0.204, atom 29 (H): 0.464, atom 30 (H): 0.331, atom 31 (H): 0.388, atom 32 (C): 1.157, atom 33 (C): -1.353, atom 34 (H): 0.430, atom 35 (H): -0.674, atom 36 (H): 0.526, atom 37 (H): 0.084, atom 38 (H): 0.175, atom 39 (C): 0.902, atom 40 (C): -1.903, atom 41 (H): 0.328, atom 42 (H): -0.177, atom 43 (H): 0.492, atom 44 (H): 0.335, atom 45 (H): 0.335, atom 46 (Br): -0.344, atom 47 (P): 0.340, atom 48 (C): -0.291, atom 49 (C): -1.369, atom 50 (H): 0.032, atom 51 (H): 0.487, atom 52 (H): 0.426, atom 53 (H): 0.356, atom 54 (H): 0.317, atom 55 (C): -0.587, atom 56 (C): -1.361, atom 57 (H): 0.464, atom 58 (H): 0.560, atom 59 (H): 0.421, atom 60 (H): 0.316, atom 61 (H): 0.301, atom 62 (C): -0.402, atom 63 (C): -1.234, atom 64 (H): 0.361, atom 65 (H): 0.509, atom 66 (H): 0.415, atom 67 (H): 0.340, atom 68 (H): 0.226, atom 69 (N): -0.169, atom 70 (C): -0.671, atom 71 (C): 0.842, atom 72 (O): -0.205, atom 73 (O): -0.673, atom 74 (H): 0.368, atom 75 (H): 0.367, atom 76 (H): 0.328, atom 77 (H): 0.339, atom 78 (H): 0.372

---

# 2
C27H43F5N2O8 | the ωB97M-V functional and the def2-TZVPD basis

Element x y z (Å)
N: 2.555 2.453 1.183
C: 1.197 2.365 1.439
O: 0.561 3.313 1.845
C: 0.516 1.050 1.150
C: -0.780 1.234 0.343
C: -0.555 1.153 -1.176
N: -1.752 0.599 -1.833
C: -2.317 1.433 -2.763
O: -3.298 1.178 -3.415
C: -1.524 2.729 -2.816
C: -0.342 2.525 -1.860
C: 1.046 2.804 -2.455
F: 1.783 3.433 -1.491
F: 0.931 3.715 -3.474
C: 1.826 1.609 -2.951
C: 3.160 1.436 -2.606
C: 3.857 0.317 -3.054
C: 3.228 -0.633 -3.842
C: 1.893 -0.451 -4.192
C: 1.210 -1.506 -5.011
F: 0.048 -1.079 -5.532
F: 0.930 -2.599 -4.266
F: 1.977 -1.924 -6.035
C: 1.195 0.663 -3.754
H: 3.093 1.677 1.556
H: 2.898 3.336 1.541
H: 1.191 0.344 0.666
H: 0.261 0.626 2.122
H: -1.248 2.173 0.630
H: -1.444 0.409 0.592
H: 0.238 0.421 -1.326
H: -1.747 -0.379 -2.082
H: -2.178 3.532 -2.489
H: -1.228 2.894 -3.848
H: -0.426 3.284 -1.083
H: 3.652 2.157 -1.973
H: 4.896 0.195 -2.782
H: 3.754 -1.511 -4.187
H: 0.158 0.789 -4.037
C: 4.217 -4.598 0.294
O: 5.022 -3.697 1.021
C: 5.242 -2.470 0.354
C: 5.333 -1.309 1.318
O: 4.095 -0.920 1.895
C: 3.529 -1.755 2.899
C: 4.256 -1.753 4.223
O: 5.449 -2.511 4.163
C: 6.446 -2.059 5.051
H: 4.737 -4.977 -0.592
H: 3.988 -5.434 0.952
H: 3.277 -4.128 -0.018
H: 4.438 -2.273 -0.366
H: 6.190 -2.528 -0.199
H: 5.650 -0.441 0.734
H: 6.093 -1.485 2.081
H: 3.389 -2.772 2.530
H: 2.539 -1.329 3.079
H: 3.591 -2.195 4.978
H: 4.471 -0.718 4.516
H: 6.631 -0.985 4.927
H: 7.361 -2.600 4.815
H: 6.177 -2.257 6.094
C: -8.301 -1.187 2.521
O: -7.354 -0.183 2.241
C: -6.046 -0.497 2.680
C: -4.994 0.052 1.743
O: -4.887 -0.633 0.510
C: -5.869 -0.386 -0.488
C: -5.748 0.957 -1.167
O: -6.216 2.005 -0.330
C: -5.545 3.222 -0.550
H: -8.497 -1.268 3.596
H: -9.225 -0.913 2.015
H: -7.970 -2.162 2.145
H: -5.918 -1.583 2.763
H: -5.887 -0.055 3.674
H: -4.028 -0.100 2.231
H: -5.126 1.127 1.597
H: -6.879 -0.541 -0.103
H: -5.681 -1.146 -1.250
H: -6.349 0.940 -2.085
H: -4.705 1.122 -1.447
H: -4.457 3.092 -0.489
H: -5.856 3.915 0.232
H: -5.797 3.652 -1.526

The net charge is 0. Its LUMO energy is 0.0125 Ha. The value obtained for the HOMO energy is -8.978 eV.

Here is what Mulliken gives for the atomic charges, in e: atom 1 (N): -0.264, atom 2 (C): 0.238, atom 3 (O): -0.655, atom 4 (C): -0.366, atom 5 (C): -1.344, atom 6 (C): 0.179, atom 7 (N): -0.027, atom 8 (C): 0.385, atom 9 (O): -0.704, atom 10 (C): -1.015, atom 11 (C): -0.420, atom 12 (C): 0.807, atom 13 (F): -0.323, atom 14 (F): -0.393, atom 15 (C): 0.040, atom 16 (C): -0.552, atom 17 (C): -0.816, atom 18 (C): -0.984, atom 19 (C): 0.018, atom 20 (C): 0.798, atom 21 (F): -0.272, atom 22 (F): -0.263, atom 23 (F): -0.271, atom 24 (C): -0.290, atom 25 (H): 0.176, atom 26 (H): 0.277, atom 27 (H): 0.359, atom 28 (H): 0.345, atom 29 (H): 0.364, atom 30 (H): 0.281, atom 31 (H): 0.697, atom 32 (H): 0.283, atom 33 (H): 0.250, atom 34 (H): 0.328, atom 35 (H): 0.854, atom 36 (H): 0.483, atom 37 (H): 0.499, atom 38 (H): 0.472, atom 39 (H): 0.783, atom 40 (C): -0.751, atom 41 (O): -0.308, atom 42 (C): -0.478, atom 43 (C): -0.478, atom 44 (O): -0.287, atom 45 (C): -0.337, atom 46 (C): -0.643, atom 47 (O): -0.268, atom 48 (C): -0.778, atom 49 (H): 0.328, atom 50 (H): 0.240, atom 51 (H): 0.325, atom 52 (H): 0.284, atom 53 (H): 0.401, atom 54 (H): 0.402, atom 55 (H): 0.177, atom 56 (H): 0.173, atom 57 (H): 0.346, atom 58 (H): 0.426, atom 59 (H): 0.333, atom 60 (H): 0.344, atom 61 (H): 0.234, atom 62 (H): 0.324, atom 63 (C): -0.783, atom 64 (O): -0.276, atom 65 (C): -0.753, atom 66 (C): -0.175, atom 67 (O): -0.423, atom 68 (C): -0.575, atom 69 (C): 0.307, atom 70 (O): -0.345, atom 71 (C): -0.530, atom 72 (H): 0.331, atom 73 (H): 0.232, atom 74 (H): 0.343, atom 75 (H): 0.368, atom 76 (H): 0.382, atom 77 (H): 0.348, atom 78 (H): 0.182, atom 79 (H): 0.199, atom 80 (H): 0.448, atom 81 (H): 0.502, atom 82 (H): -0.432, atom 83 (H): 0.049, atom 84 (H): 0.301, atom 85 (H): 0.334

---

# 3
C27H43N2OP2Pt | the ωB97M-V functional and the def2-TZVPD basis

Element x y z (Å)
Pt: -0.009 -0.098 0.185
C: -3.677 -0.935 2.278
C: -3.393 0.367 1.533
C: -2.707 1.365 2.470
P: -2.334 0.189 0.040
C: -3.209 -0.797 -1.249
C: -2.435 -0.653 -2.561
C: -3.358 -2.272 -0.872
C: -2.309 1.858 -0.644
C: -3.409 2.464 -1.245
C: -3.297 3.717 -1.817
C: -2.059 4.351 -1.795
C: -0.963 3.775 -1.181
C: -1.077 2.524 -0.554
N: -0.030 1.889 0.110
C: 1.067 2.592 0.618
C: 0.975 3.903 1.104
C: 2.096 4.550 1.589
C: 3.338 3.924 1.615
C: 3.434 2.616 1.180
C: 2.313 1.942 0.702
P: 2.262 0.224 0.165
C: 3.263 -0.837 1.273
C: 2.900 -0.537 2.728
C: 4.772 -0.803 1.036
C: 3.016 0.183 -1.504
C: 2.270 1.138 -2.435
C: 3.005 -1.239 -2.064
H: -4.170 -0.707 3.224
H: -2.750 -1.465 2.510
H: -4.332 -1.607 1.728
H: -4.329 0.802 1.166
H: -1.786 0.939 2.873
H: -3.370 1.594 3.306
H: -2.458 2.301 1.970
H: -4.207 -0.366 -1.374
H: -1.392 -0.966 -2.437
H: -2.422 0.375 -2.920
H: -2.891 -1.279 -3.330
H: -2.410 -2.696 -0.539
H: -3.700 -2.841 -1.738
H: -4.077 -2.431 -0.073
H: -4.359 1.942 -1.283
H: -4.148 4.184 -2.292
H: -1.943 5.315 -2.273
H: -0.012 4.287 -1.198
H: 0.017 4.402 1.122
H: 1.997 5.559 1.969
H: 4.210 4.444 1.985
H: 4.393 2.114 1.217
H: 2.897 -1.845 1.044
H: 3.284 0.436 3.038
H: 3.333 -1.297 3.380
H: 1.819 -0.534 2.881
H: 5.198 0.175 1.255
H: 5.045 -1.070 0.015
H: 5.252 -1.521 1.703
H: 4.044 0.539 -1.382
H: 1.204 0.898 -2.472
H: 2.675 1.053 -3.444
H: 2.369 2.176 -2.115
H: 1.976 -1.540 -2.282
H: 3.435 -1.976 -1.383
H: 3.566 -1.279 -2.998
C: -0.062 -4.692 1.216
N: -0.163 -4.311 -0.190
C: -0.489 -5.331 -1.177
C: -0.013 -3.048 -0.531
O: 0.258 -2.162 0.302
H: 0.013 -5.774 1.278
H: -0.941 -4.357 1.767
H: 0.820 -4.238 1.662
H: 0.235 -6.143 -1.125
H: -0.463 -4.898 -2.174
H: -1.486 -5.731 -0.989
H: -0.114 -2.830 -1.598

The net charge is +1. The calculation puts the energy above the lowest of the compared OMol25 structures with the same formula, charge and spin at 1.56 kcal per mole. Its LUMO energy is -0.0735 Ha. The value obtained for the HOMO energy is -9.483 eV.

Here is what Mulliken gives for the atomic charges, in e: atom 1 (Pt): 2.358, atom 2 (C): -1.384, atom 3 (C): 0.809, atom 4 (C): -1.521, atom 5 (P): -0.654, atom 6 (C): 0.938, atom 7 (C): -1.478, atom 8 (C): -1.325, atom 9 (C): 0.177, atom 10 (C): -0.518, atom 11 (C): -0.941, atom 12 (C): -0.821, atom 13 (C): -0.586, atom 14 (C): -0.105, atom 15 (N): 0.054, atom 16 (C): 0.014, atom 17 (C): -0.553, atom 18 (C): -0.857, atom 19 (C): -0.958, atom 20 (C): -0.619, atom 21 (C): 0.391, atom 22 (P): -0.417, atom 23 (C): 1.108, atom 24 (C): -1.628, atom 25 (C): -1.418, atom 26 (C): 0.541, atom 27 (C): -1.480, atom 28 (C): -1.434, atom 29 (H): 0.440, atom 30 (H): 0.243, atom 31 (H): 0.319, atom 32 (H): 0.508, atom 33 (H): 0.298, atom 34 (H): 0.553, atom 35 (H): 0.211, atom 36 (H): 0.612, atom 37 (H): 0.102, atom 38 (H): 0.309, atom 39 (H): 0.548, atom 40 (H): 0.089, atom 41 (H): 0.495, atom 42 (H): 0.283, atom 43 (H): 0.354, atom 44 (H): 0.438, atom 45 (H): 0.424, atom 46 (H): 0.594, atom 47 (H): 0.597, atom 48 (H): 0.407, atom 49 (H): 0.455, atom 50 (H): 0.260, atom 51 (H): 0.188, atom 52 (H): 0.351, atom 53 (H): 0.471, atom 54 (H): 0.327, atom 55 (H): 0.230, atom 56 (H): 0.349, atom 57 (H): 0.483, atom 58 (H): 0.673, atom 59 (H): 0.109, atom 60 (H): 0.533, atom 61 (H): 0.327, atom 62 (H): 0.128, atom 63 (H): 0.345, atom 64 (H): 0.514, atom 65 (C): -0.907, atom 66 (N): 0.236, atom 67 (C): -0.943, atom 68 (C): 0.168, atom 69 (O): -1.009, atom 70 (H): 0.391, atom 71 (H): 0.263, atom 72 (H): 0.289, atom 73 (H): 0.391, atom 74 (H): 0.301, atom 75 (H): 0.355, atom 76 (H): 0.202

---

- The lowest net charge belongs to which entry?
  C27H43F5N2O8

---

- What is the net charge in the first record?
  +4